This record from OMol25 describes C2H3N3O2S in the gas phase. The level of theory is wB97M-V/def2-TZVPD.

Properties
Lowest unoccupied orbital energy: 0.2 eV
Relative energy (zero: lowest compared OMol25 entry of this formula, charge and spin): 2.430 eV
SMILES string: Nc1nc(=S)n(O)o1
Calculated total energy: -21520.085 eV
Frontier orbital gap: 0.3185 Ha

```
! wB97M-V def2-TZVPD RIJCOSX def2/J DEFGRID3
* xyz 0 1
N -1.400 -2.404 0.542
C -0.709 -1.281 0.442
N -0.881 -0.106 0.991
C 0.009 0.687 0.324
S 0.204 2.324 0.321
N 0.915 -0.180 -0.413
O 1.158 0.306 -1.684
O 0.271 -1.441 -0.484
H -0.946 -3.316 0.283
H -2.119 -2.410 1.273
H 2.141 0.017 -1.781
*
```

Here are the natural (NBO) charges for atoms 1 to 8, given in e:
1. N -0.782
2. C 0.704
3. N -0.554
4. C 0.159
5. S -0.067
6. N 0.058
7. O -0.506
8. O -0.342